C25H29N5O6 in the gas phase at a distorted geometry, computed with wB97M-V/def2-TZVPD.

Cartesian coordinates (Å):
C 6.158 0.587 -1.257
C 4.976 0.958 -0.444
C 4.326 2.141 -0.255
C 3.273 1.805 0.637
N 2.294 2.612 1.164
C 1.887 3.806 0.634
O 2.477 4.388 -0.246
C 0.580 4.299 1.234
C -0.589 3.567 0.553
C -0.576 2.099 0.936
O -0.184 1.753 2.046
N -0.949 1.190 0.012
C -1.590 1.506 -1.255
C -2.964 2.062 -1.064
C -3.486 3.304 -1.282
C -4.848 3.235 -0.896
C -5.049 1.961 -0.469
O -3.919 1.245 -0.568
C -0.801 -0.223 0.365
C 0.104 -0.935 -0.650
O -0.187 -1.049 -1.829
N 1.222 -1.440 -0.115
C 2.141 -2.280 -0.847
C 1.936 -3.763 -0.477
C 0.591 -4.322 -0.976
C 0.051 -5.087 0.231
C 0.673 -4.304 1.385
O 1.959 -3.928 0.936
C -2.160 -0.875 0.515
C -2.869 -0.656 1.692
C -4.136 -1.198 1.817
N -4.711 -1.928 0.876
C -4.034 -2.143 -0.237
C -2.762 -1.642 -0.473
N 3.306 0.526 0.939
O 4.368 -0.005 0.272
H 6.857 0.008 -0.657
H 6.647 1.484 -1.624
H 5.854 -0.025 -2.105
H 4.531 3.103 -0.670
H 1.689 2.161 1.846
H 0.555 4.109 2.307
H 0.496 5.369 1.047
H -1.535 3.998 0.887
H -0.516 3.700 -0.525
H -1.638 0.575 -1.824
H -0.986 2.214 -1.828
H -2.975 4.157 -1.678
H -5.568 4.026 -0.934
H -5.913 1.455 -0.086
H -0.312 -0.222 1.346
H 1.474 -1.260 0.845
H 3.158 -1.980 -0.592
H 1.962 -2.140 -1.915
H 2.782 -4.334 -0.882
H 0.719 -4.955 -1.851
H -0.078 -3.504 -1.239
H -1.036 -5.100 0.277
H 0.423 -6.111 0.233
H 0.801 -4.890 2.297
H 0.067 -3.414 1.615
H -2.440 -0.062 2.486
H -4.723 -1.043 2.713
H -4.538 -2.743 -0.983
H -2.264 -1.841 -1.409

Cartesian forces (eV/Å) of the 2 atoms listed first:
-0.16 -0.19 0.11
-0.35 0.68 0.12

Computed properties:
- spin multiplicity = 1
- max |F| (eV/Å) = 1.22
- E_HOMO (eV) = -8.9